# 1
The following is a quantum chemistry calculation of the ion C19H24N3O with charge -1 at a distorted geometry, from the OMol25 dataset.

```
47
Properties=species:S:1:pos:R:3:forces:R:3:lowdin_charge:R:1
C 4.7739 1.7467 0.7461 -0.078 -0.984 1.501 -0.125
C 4.4325 2.0716 -0.6704 0.188 -1.705 -1.700 -0.259
N 3.5105 1.0784 -1.3764 1.357 0.177 1.468 -0.168
C 3.7914 0.8319 -2.8037 -2.064 2.773 0.728 -0.303
C 4.5735 -0.3607 -3.0367 1.194 -2.881 0.348 -0.138
C 2.1995 0.7978 -0.7124 -0.352 1.054 0.063 -0.180
C 1.4249 -0.5060 -1.0738 0.388 0.594 -0.034 -0.211
N 0.1960 -0.6710 -0.2472 1.965 -1.267 0.692 -0.025
C -0.8588 0.3498 -0.2694 0.011 0.028 -3.812 -0.306
C -1.2778 0.6570 -1.7540 0.535 -0.741 3.233 -0.072
C -2.3036 0.1125 -2.3490 -2.256 -0.848 -0.107 -0.084
N -3.1989 -0.7245 -1.6563 0.575 0.792 0.708 -0.260
O -4.0146 -1.4846 -2.3831 -0.795 -0.319 -0.041 -0.277
C -3.2189 -0.7052 -0.2607 1.640 -0.006 -0.986 -0.108
C -4.1725 -1.3859 0.5243 0.308 0.786 -2.008 0.017
C -4.2059 -1.2724 1.8947 0.461 0.498 -0.084 -0.218
C -5.2314 -1.8439 2.6532 0.019 -0.471 1.518 -0.040
C -5.2840 -1.6625 4.0342 -1.601 -0.981 -3.107 -0.110
C -4.3077 -0.9392 4.6642 0.019 -0.251 1.149 -0.154
C -3.2377 -0.4923 3.9916 0.593 0.440 -1.698 -0.051
C -3.1798 -0.5721 2.5612 0.132 -0.172 1.896 -0.186
C -2.0841 -0.0808 1.8547 0.296 -0.291 -3.208 0.020
C -2.0619 -0.1080 0.4236 -1.725 -0.621 3.467 -0.095
H 4.0845 2.3847 1.3918 1.064 -1.412 -0.213 0.093
H 5.8481 1.7895 1.1042 -1.149 0.570 -0.739 0.081
H 4.5682 0.6650 0.7327 -0.298 0.208 1.095 0.071
H 3.9924 3.0047 -0.5941 -1.146 2.237 -0.648 0.070
H 5.3607 2.1812 -1.2395 -0.328 -0.205 -0.358 0.108
H 4.4437 1.6450 -3.2325 -1.211 -0.013 0.407 0.116
H 2.7566 0.8288 -3.3081 1.659 -0.103 0.222 0.137
H 4.5534 -0.5942 -4.0851 0.075 -0.287 -0.711 0.060
H 4.1196 -1.2176 -2.4919 0.476 0.341 -0.346 0.078
H 5.6627 -0.2860 -2.7608 -1.090 0.107 0.056 0.090
H 2.3188 0.7753 0.3960 0.294 0.067 -0.744 0.112
H 1.5038 1.6612 -0.9041 0.333 -0.508 0.088 0.113
H 2.1606 -1.3576 -0.9285 -1.211 0.682 -0.150 0.123
H 1.1397 -0.3967 -2.1310 0.232 -0.465 -0.081 0.089
H -0.1074 -1.6612 -0.3194 -0.258 1.369 0.019 0.132
H -0.4943 1.3001 0.1086 0.307 -0.140 0.546 0.121
H -0.7044 1.2751 -2.3125 1.892 2.080 -1.493 0.040
H -2.5362 0.4198 -3.4002 -0.148 -0.960 1.047 0.128
H -4.9777 -1.8289 -0.0244 -0.289 -0.441 -0.175 0.096
H -5.8389 -2.5531 2.1139 -0.675 0.117 0.161 0.104
H -6.1453 -2.0852 4.5175 -0.038 -0.129 0.594 0.086
H -4.3846 -0.8900 5.7161 0.216 0.362 1.131 0.080
H -2.4174 -0.0498 4.5079 0.510 0.424 0.314 0.095
H -1.1711 0.1534 2.3888 -0.026 0.495 -0.011 0.111
```
Forces are in eV/Å.

As for the charge: -1. The calculation puts the energy above the lowest of the compared OMol25 structures with the same formula, charge and spin at 0.00 kcal per mole.

---

# 2
The following is a quantum chemistry calculation of a structure of composition C28H36CsF6N2O4P2SSb, from the OMol25 dataset.

```
81
Properties=species:S:1:pos:R:3:forces:R:3:lowdin_charge:R:1
Cs -0.7480 -0.1976 -1.3495 0.037 0.077 0.369 1.064
C 1.7186 -1.1601 5.8201 -0.025 0.013 -0.048 -0.116
O 1.7392 -1.4865 4.4553 -0.034 -0.057 -0.007 -0.103
C 0.5894 -2.0238 3.9305 0.131 0.067 0.123 -0.213
C -0.5482 -2.2650 4.6447 -0.211 -0.104 -0.054 -0.040
C -1.6979 -2.8283 4.0253 0.161 0.057 0.088 -0.116
C -1.6560 -3.1388 2.6971 0.062 -0.014 -0.079 -0.065
C -0.4884 -2.9040 1.9387 -0.130 0.004 -0.084 -0.136
C -0.3742 -3.2129 0.5354 -0.022 0.014 0.069 -0.103
N -1.2800 -3.6164 -0.2656 0.049 -0.083 0.012 0.044
N -2.5292 -3.9245 -0.1735 -0.304 0.083 -0.059 0.098
C -3.3682 -2.8308 -0.3861 0.528 0.004 0.170 -0.432
O -2.9438 -1.6813 -0.4536 -0.528 -0.120 -0.039 -0.145
C -4.8167 -3.1456 -0.4720 -0.092 -0.072 0.001 -0.147
C -5.7157 -2.0951 -0.6315 0.039 -0.006 0.012 -0.018
C -7.0735 -2.3496 -0.7223 -0.012 -0.009 -0.001 -0.082
C -7.5407 -3.6562 -0.6539 0.019 0.003 -0.001 -0.095
C -6.6463 -4.7061 -0.4942 -0.023 0.011 -0.002 -0.086
C -5.2862 -4.4539 -0.4035 0.010 -0.011 -0.004 -0.028
C 0.6810 -2.3042 2.5101 0.114 0.108 -0.153 -0.349
O 1.7105 -2.0057 1.8481 -0.002 -0.036 0.031 -0.082
H 2.7044 -0.7643 6.0583 -0.006 0.006 -0.002 0.088
H 1.5240 -2.0372 6.4468 -0.003 -0.008 0.001 0.090
H 0.9599 -0.3989 6.0381 0.004 -0.001 0.026 0.090
H -0.5929 -2.0289 5.6995 -0.003 0.012 0.018 0.091
H -2.5905 -3.0062 4.6091 0.001 0.009 0.021 0.086
H -2.5199 -3.5790 2.2132 0.008 -0.002 0.011 0.096
H 0.6086 -3.0623 0.0984 0.035 -0.038 0.014 0.119
H -5.3250 -1.0879 -0.6828 -0.016 0.010 -0.001 0.116
H -7.7683 -1.5292 -0.8485 -0.009 -0.004 -0.001 0.100
H -8.6024 -3.8558 -0.7280 -0.004 -0.002 0.003 0.097
H -7.0098 -5.7245 -0.4433 0.000 -0.003 0.001 0.098
H -4.5758 -5.2594 -0.2830 -0.005 -0.007 0.001 0.105
C 3.8715 1.3299 -1.2251 -0.043 -0.065 0.058 -0.303
P 2.8912 0.1889 -0.1523 -0.002 0.143 -0.113 0.814
C 3.5055 -1.4217 -0.7721 -0.033 0.052 -0.024 -0.282
C 3.8442 0.3142 1.4252 -0.118 0.064 0.021 -0.430
C 3.8593 1.7178 2.0467 -0.033 -0.051 -0.182 -0.444
P 2.2338 2.6078 1.9930 -0.037 -0.060 0.096 0.830
C 2.5353 3.7741 3.3950 -0.037 -0.014 -0.090 -0.324
C 1.1601 1.3818 2.8434 0.019 0.114 -0.078 -0.281
H 4.9391 1.0945 -1.2143 0.011 -0.003 -0.009 0.039
H 3.7294 2.3576 -0.8839 0.006 0.005 -0.012 0.008
H 3.4965 1.2523 -2.2475 0.034 0.006 -0.016 0.028
H 4.5970 -1.4450 -0.8303 -0.006 -0.014 0.024 0.039
H 3.0955 -1.6042 -1.7679 0.012 -0.018 -0.005 0.031
H 3.1484 -2.1925 -0.0907 0.008 -0.040 0.028 0.019
H 4.8744 -0.0170 1.2578 -0.009 -0.053 -0.013 0.079
H 3.3589 -0.4001 2.0948 0.024 -0.033 0.016 0.053
H 4.5691 2.3460 1.4987 0.018 0.048 0.086 0.062
H 4.2007 1.6618 3.0850 0.017 -0.012 0.008 0.071
H 2.8525 3.2470 4.2981 0.007 0.007 0.007 0.030
H 1.6215 4.3297 3.6120 -0.001 0.007 0.014 0.023
H 3.3046 4.4942 3.1105 0.011 0.001 0.029 0.026
H 1.5872 1.0649 3.7967 -0.010 -0.048 -0.006 0.037
H 1.0434 0.5040 2.2051 0.024 -0.034 0.057 0.012
H 0.1725 1.8147 3.0140 0.005 0.019 0.012 0.040
F 0.6860 0.2529 -3.6483 0.218 -0.013 -0.576 -0.535
Sb 0.3131 -0.9473 -5.1185 -0.041 -0.045 0.173 1.339
F 1.4256 0.0120 -6.2952 0.099 0.151 0.029 -0.363
F -1.1333 0.1666 -5.5836 -0.135 0.125 -0.029 -0.363
F -0.1179 -2.1866 -6.4668 0.009 -0.009 -0.041 -0.361
F -0.8389 -1.8739 -3.9107 0.113 0.079 0.047 -0.438
F 1.7827 -1.9764 -4.5442 0.032 -0.075 0.043 -0.362
C -0.0511 4.9452 -0.3647 -0.067 -0.007 0.000 -0.243
S -0.2840 3.2662 -0.9509 0.067 0.015 -0.108 0.788
O -1.7469 2.9728 -0.8689 -0.001 0.020 0.008 -0.578
C 0.0923 3.5707 -2.6787 0.102 -0.237 -0.006 -0.402
C -0.9324 3.5814 -3.6074 -0.096 -0.018 0.061 -0.068
C -0.6191 3.6246 -4.9588 0.047 0.002 -0.035 -0.068
C 0.7063 3.6501 -5.3661 -0.002 -0.006 0.015 -0.073
C 1.7286 3.6364 -4.4250 -0.036 -0.002 -0.005 -0.070
C 1.4231 3.5818 -3.0758 0.025 0.045 0.056 -0.092
H -0.7518 5.5857 -0.8982 0.020 0.047 0.021 0.062
H 0.9824 5.2300 -0.5534 0.008 0.033 0.004 0.053
H -0.2483 4.9457 0.7057 0.006 -0.005 0.002 0.045
H -1.9566 3.5117 -3.2625 0.001 -0.011 -0.005 0.110
H -1.4095 3.5976 -5.6967 -0.012 -0.004 0.010 0.109
H 0.9471 3.6401 -6.4207 -0.006 0.003 -0.004 0.107
H 2.7621 3.6221 -4.7451 0.004 -0.002 0.000 0.108
H 2.2109 3.5090 -2.3349 0.008 -0.004 -0.006 0.093
```
Forces are in eV/Å.

As for the charge: -1. The spin multiplicity is 2. The calculation puts the energy above the lowest of the compared OMol25 structures with the same formula, charge and spin at 4.38 kcal per mole. As for the expectation value of S²: 0.7599.

---

# 3
The following is a quantum chemistry calculation of a structure of composition C2H12O6V at a distorted geometry, from the OMol25 dataset.

```
21
Properties=species:S:1:pos:R:3:forces:R:3:lowdin_charge:R:1
V -14.2900 -20.9487 -1.9991 -1.636 2.158 -0.196 0.825
O -14.7089 -18.8143 -2.4644 0.077 -1.496 1.422 -0.387
C -16.1070 -18.7453 -2.4855 0.082 -1.101 -1.851 -0.413
C -16.9602 -19.7644 -1.6666 -0.158 0.201 0.303 -0.404
O -16.3913 -21.0095 -1.3832 2.135 -0.008 -0.660 -0.386
H -16.3861 -18.9983 -3.5359 -0.182 0.154 -0.121 0.072
H -16.5485 -17.7451 -2.3583 0.316 0.178 0.405 0.089
H -17.8634 -19.9425 -2.2740 -0.161 0.285 0.031 0.084
H -17.3219 -19.2492 -0.7565 0.182 -0.224 0.233 0.083
O -14.1846 -23.1305 -1.6742 -0.087 -0.581 0.022 -0.065
H -15.0225 -23.5801 -1.8553 -0.023 0.343 0.125 0.087
H -13.5760 -23.8205 -1.3923 0.023 0.174 0.033 0.079
O -12.0152 -21.1019 -2.5709 0.064 -0.141 0.061 -0.045
H -11.4728 -21.7240 -2.0721 -0.095 0.103 -0.002 0.072
H -11.5711 -21.0022 -3.4209 -0.187 0.157 0.051 0.081
O -13.4836 -20.4558 -0.0591 0.301 -0.337 0.788 -0.064
H -14.0091 -20.6280 0.7340 -0.182 0.055 -0.301 0.092
H -12.8567 -19.7659 0.1866 -0.206 0.147 -0.348 0.088
O -14.7867 -21.4968 -4.0511 -0.424 -0.548 -0.422 -0.061
H -14.3652 -21.4938 -4.9152 0.094 0.207 0.146 0.083
H -15.7203 -21.6953 -4.2147 0.067 0.276 0.281 0.090
```
Forces are in eV/Å.

As for the charge: 0. The spin multiplicity is 4. The calculation puts the energy above the lowest of the compared OMol25 structures with the same formula, charge and spin at 14.31 kcal per mole. As for the expectation value of S²: 3.7562.

---

# 4
The following is a quantum chemistry calculation of a structure of composition C6H8DyOP at a distorted geometry, from the OMol25 dataset.

```
17
Properties=species:S:1:pos:R:3:forces:R:3:lowdin_charge:R:1
C -0.8569 -0.5739 0.2518 0.195 0.485 1.051 -0.230
C -0.4666 -1.8691 0.6628 0.079 0.521 0.413 -0.195
C -0.4414 -1.8996 2.0909 -0.312 0.896 -0.635 -0.162
C -0.8384 -0.6160 2.5765 0.311 -0.202 -0.605 -0.195
C -1.0947 0.2248 1.4658 0.646 -0.638 -0.783 -0.219
Dy 1.1048 2.7008 -0.6213 -0.638 2.286 2.478 0.901
P 0.6533 1.3941 -2.8155 -0.712 -0.332 -2.036 0.577
H -0.9930 -0.2227 -0.7716 -0.216 -0.172 0.156 0.022
H -0.2188 -2.6977 -0.0001 -0.076 0.224 0.210 0.070
H -0.1714 -2.7577 2.7020 -0.136 0.188 -0.133 0.070
H -1.4292 1.2658 1.4837 -0.148 -0.361 0.072 0.032
H -0.9289 -0.3306 3.6234 0.025 -0.082 -0.277 0.067
H -0.1511 2.6498 -2.6194 0.266 -1.149 -0.829 -0.153
H -0.3956 0.5220 -3.2767 0.420 0.299 0.196 -0.086
H 1.2100 1.7201 -4.1075 -0.498 0.041 0.552 -0.102
O 2.7854 -0.2687 -0.2812 -1.393 3.111 -0.199 0.028
C 2.2325 0.7587 -0.3638 2.186 -5.113 0.368 -0.425
```
Forces are in eV/Å.

As for the charge: 0. The value obtained for the total energy is -1534.79059 Eh. The spin multiplicity is 6. As for the expectation value of S²: 9.6214.